# 1
Molecular formula: C6H10NO
Method: DFT, ωB97M-V/def2-TZVPD

Computed properties:
Structure (SMILES): C=[NH+]C(=C)CCC=O
Charge: +1

Structure (XYZ):
```
18
Properties=species:S:1:pos:R:3:forces:R:3:mulliken_charge:R:1
C -2.154210 0.336337 0.809243 -0.57 0.51 -1.29 -0.21
N -1.174146 0.013515 1.526996 0.61 0.29 1.17 0.09
C 0.145462 -0.360317 1.077664 0.56 -0.26 -0.91 0.45
C 0.727072 -1.350774 1.727688 -0.34 -0.38 0.80 -1.03
C 0.792487 0.421299 -0.057786 -0.42 -0.90 1.01 -0.52
C 0.088830 0.315719 -1.412838 0.18 0.68 -0.42 -0.49
C 1.132818 0.413737 -2.526376 0.83 0.28 0.35 -0.22
O 1.993037 1.255588 -2.514576 -0.49 -0.19 0.00 -0.42
H -3.082837 0.740954 1.181218 -0.05 -0.26 0.53 0.30
H -2.041534 0.266517 -0.262840 -0.01 0.01 -0.04 0.30
H -1.270875 0.068227 2.539332 -0.12 -0.03 0.06 0.34
H 1.647064 -1.823912 1.431564 0.29 0.35 -0.18 0.28
H 0.291327 -1.767147 2.631275 -0.18 -0.10 -0.15 0.30
H 1.009448 1.402168 0.378747 -0.24 0.23 -0.77 0.34
H 1.751584 -0.058371 -0.165522 0.48 -0.06 0.06 0.41
H -0.416954 -0.645083 -1.534782 -0.16 0.12 0.16 0.43
H -0.599247 1.160887 -1.551509 -0.07 -0.30 -0.16 0.31
H 1.160674 -0.389346 -3.277498 -0.31 0.02 -0.20 0.35
```
Positions in Å, forces in eV/Å.



# 2
Molecular formula: C40H80O24S4
Method: DFT, ωB97M-V/def2-TZVPD

Computed properties:
Structure (SMILES): O=S1(=O)OCCO1.O=S1(=O)OCCO1.O=S1(=O)OCCO1.O=S1(=O)OCCO1.C1CCOC1.C1CCOC1.C1CCOC1.C1CCOC1.C1CCOC1.C1CCOC1.C1CCOC1.C1CCOC1
Charge: 0

Structure (XYZ):
```
148
Properties=species:S:1:pos:R:3:forces:R:3:mulliken_charge:R:1
O -4.468018 7.953792 0.247843 0.39 -1.33 -0.86 -0.54
S -4.858685 6.656515 -0.252848 0.07 1.02 -0.18 1.08
O -6.257222 6.578508 -0.640907 2.51 -1.19 0.39 -0.52
O -3.814178 6.047644 -1.439597 -2.18 3.15 0.69 -0.35
C -2.884433 5.157072 -0.893408 -0.07 -1.52 -0.26 -0.09
C -2.961240 5.270162 0.604879 0.13 0.12 0.74 -0.36
O -4.349458 5.555753 0.810211 -1.26 0.41 0.13 -0.27
H -3.368826 4.243611 -1.238430 1.11 -0.86 0.30 0.17
H -1.885783 5.329228 -1.294863 -0.16 -0.03 -0.07 0.28
H -2.308594 6.031835 1.031489 -0.29 0.59 -0.26 0.30
H -2.733935 4.402962 1.224889 -0.21 -0.40 -0.62 0.30
O -2.008215 -0.975733 -8.626518 -0.41 1.47 2.49 -0.54
S -2.327525 -0.100201 -7.494658 -0.36 -1.19 -1.86 1.00
O -3.454404 0.793978 -7.668031 1.80 -0.90 0.86 -0.53
O -2.470592 -1.011872 -6.120859 -0.51 0.62 -2.10 -0.26
C -1.621835 -0.502171 -5.103122 0.75 -0.35 -0.81 -0.17
C -0.418205 0.038226 -5.891719 0.14 0.53 1.28 -0.30
O -0.979500 0.692278 -7.017535 -1.41 -0.33 -0.67 -0.31
H -2.184379 0.282170 -4.596701 0.39 -0.16 0.53 0.25
H -1.320014 -1.392649 -4.551710 -0.20 0.48 0.61 0.25
H 0.310712 -0.718786 -6.181030 -0.26 -0.16 -0.14 0.32
H 0.087597 0.805093 -5.305053 0.08 -0.03 -0.09 0.27
O -3.809833 0.283438 5.800474 -2.50 1.07 -2.22 -0.51
S -4.783475 0.617876 4.750387 0.59 -1.99 -1.67 0.99
O -4.307965 0.985893 3.398925 -1.07 -0.29 3.48 -0.42
O -5.835681 -0.662077 4.521161 0.88 -0.31 0.43 -0.34
C -7.231552 -0.335578 4.655043 1.00 1.88 -1.04 -0.17
C -7.165266 0.935381 5.463039 -2.42 -0.95 2.05 -0.40
O -5.977333 1.577189 5.247980 2.66 1.26 -0.89 -0.27
H -7.604597 0.024092 3.696101 0.01 -0.79 -0.48 0.22
H -7.896363 -1.092682 5.070903 0.71 -0.23 0.07 0.31
H -7.223135 0.685481 6.522421 -0.11 0.12 0.22 0.29
H -8.010621 1.574800 5.208801 0.26 0.26 0.03 0.30
O -3.635770 -3.986709 1.096847 -0.66 -0.53 -2.00 -0.48
S -3.928780 -4.757733 -0.091397 0.26 -0.44 0.34 1.00
O -3.279147 -6.064248 -0.175608 -1.32 2.29 -0.67 -0.54
O -5.555176 -4.918394 -0.301063 1.38 0.30 -0.48 -0.33
C -5.965012 -4.434995 -1.609606 -1.77 -0.40 0.15 -0.23
C -4.754700 -4.133779 -2.427107 1.02 0.16 -0.32 -0.30
O -3.751482 -3.807252 -1.466816 0.71 -1.17 1.87 -0.20
H -6.575019 -5.198131 -2.092945 0.22 -0.34 0.17 0.28
H -6.665217 -3.607503 -1.495354 0.46 0.36 0.39 0.22
H -4.789859 -3.272197 -3.093845 -0.49 0.09 0.25 0.38
H -4.459941 -4.975047 -3.054388 0.21 -0.25 0.26 0.21
C 3.710173 4.418136 5.044606 1.67 1.67 -1.79 -0.61
C 2.434114 3.982800 5.552011 -1.53 -1.96 0.58 -0.30
C 1.445746 4.998008 5.117980 -0.63 0.66 0.96 -0.54
O 1.827784 5.462022 3.864095 -0.38 -1.19 -0.81 -0.38
C 3.233409 5.297627 3.817010 0.89 1.24 0.82 -0.42
H 4.425637 3.685997 4.670199 -0.21 -0.31 0.38 0.26
H 4.213469 5.045448 5.780313 0.21 0.13 -0.20 0.28
H 2.340708 3.916063 6.635943 0.20 -0.72 -0.04 0.33
H 2.157524 3.088763 4.993173 -0.12 -0.59 0.62 0.16
H 1.515919 5.833067 5.815015 -0.51 0.30 0.31 0.31
H 0.470211 4.512701 5.148374 -0.33 0.62 -0.32 0.34
H 3.583648 6.303260 4.049669 0.74 0.13 -0.66 0.26
H 3.544262 4.959541 2.828493 0.01 -0.01 0.13 0.32
C 5.362537 -7.282249 1.487101 0.78 -1.17 0.65 -0.47
C 4.237440 -6.271937 1.601591 -1.49 -0.48 1.36 -0.45
C 4.569569 -5.157789 0.657502 1.51 -0.33 0.01 -0.39
O 5.557745 -5.783533 -0.211443 -0.33 1.44 -0.82 -0.42
C 6.380817 -6.638120 0.563606 -0.93 -0.09 -0.12 -0.42
H 5.026764 -8.244894 1.101539 -0.21 0.18 -0.37 0.23
H 5.828803 -7.569743 2.429455 -0.09 0.32 0.28 0.32
H 4.103044 -5.890475 2.613773 0.35 0.08 0.17 0.26
H 3.273686 -6.754613 1.439408 -0.01 0.02 -0.55 0.22
H 5.040636 -4.362780 1.235562 0.41 0.20 0.00 0.22
H 3.751236 -4.648696 0.148321 0.10 -0.67 -0.59 0.34
H 7.158055 -6.120660 1.125952 0.02 0.45 0.04 0.26
H 6.876132 -7.336509 -0.110933 -0.12 0.05 -0.05 0.30
C 2.191439 7.821090 -3.166871 -0.82 1.08 0.85 -0.49
C 2.875492 7.057952 -4.240327 -0.17 -0.76 -0.57 -0.48
C 2.346741 5.636439 -3.940075 0.51 -0.56 0.90 -0.42
O 2.086682 5.546181 -2.512979 -0.43 1.23 -0.14 -0.37
C 2.280135 6.886719 -1.984133 1.10 -0.99 0.54 -0.47
H 1.138160 8.004465 -3.379199 -0.11 0.02 -0.15 0.25
H 2.662605 8.787919 -2.989818 -0.05 0.01 0.17 0.34
H 3.937557 7.256790 -4.096869 0.23 -0.84 -0.07 0.27
H 2.649264 7.355616 -5.264207 -0.21 0.08 0.07 0.30
H 3.055315 4.829641 -4.127392 0.01 0.07 -0.45 0.26
H 1.381182 5.407599 -4.391091 0.16 0.24 -0.61 0.25
H 3.278327 6.814390 -1.552304 0.48 0.63 -0.14 0.25
H 1.680676 7.118823 -1.103872 -0.74 -0.23 -0.41 0.30
C -8.038282 1.055737 -2.563259 -1.58 1.91 -2.67 -0.59
C -7.876441 0.817448 -1.090093 0.61 -0.36 -0.16 -0.42
C -6.389503 0.588483 -1.073157 2.03 0.60 0.61 -0.39
O -5.930828 0.402684 -2.403445 1.44 -1.63 -0.23 -0.31
C -6.652833 1.247409 -3.281066 -1.10 -1.30 2.16 -0.42
H -8.676244 1.872403 -2.901127 -0.28 0.38 0.63 0.40
H -8.611445 0.200333 -2.920829 0.67 -0.21 -0.70 0.25
H -8.390606 -0.126873 -0.911183 -0.18 0.32 0.71 0.20
H -8.157297 1.629914 -0.419928 -0.21 -0.21 -0.10 0.33
H -5.963913 -0.171299 -0.417629 -0.46 -0.73 -0.40 0.34
H -5.834150 1.439184 -0.678215 -0.31 0.80 0.05 0.12
H -6.660176 0.880213 -4.307323 0.17 -0.19 0.17 0.26
H -6.139947 2.208252 -3.238106 -0.74 0.58 -0.07 0.24
C 1.381761 1.321227 0.216557 -0.18 0.31 -0.13 -0.38
C 0.586374 0.263729 0.872938 -1.51 -0.86 2.17 -0.62
C -0.029364 -0.589200 -0.263312 1.87 1.78 0.29 -0.24
O 0.866119 -0.286712 -1.344537 -0.23 -0.29 -1.63 -0.41
C 1.935999 0.533789 -0.950506 0.23 0.63 0.58 -0.43
H 2.041064 1.852470 0.902996 0.35 -0.24 -0.26 0.40
H 0.663556 2.052441 -0.154405 0.15 0.28 -0.31 0.12
H -0.157454 0.714152 1.530157 -0.46 -0.06 -0.16 0.34
H 1.157898 -0.310375 1.602236 0.41 -0.39 -0.36 0.17
H -0.962380 -0.117978 -0.572367 -0.51 -0.97 0.28 0.22
H 0.064996 -1.659568 -0.080285 -0.89 0.08 0.05 0.26
H 2.222559 1.264326 -1.707016 0.15 -0.63 -0.54 0.30
H 2.738591 -0.138667 -0.647597 0.57 0.36 -0.02 0.27
C 0.583053 -7.486828 -3.580222 0.06 -0.78 -0.06 -0.41
C -0.073967 -6.127319 -3.600141 -0.94 1.60 2.65 -0.27
C -0.123780 -5.553666 -5.001814 1.10 -1.46 -0.06 -0.27
O 0.384689 -6.652417 -5.713739 0.25 -1.74 -1.74 -0.48
C 0.296389 -7.896631 -4.977010 0.76 0.03 -2.11 -0.45
H 0.135854 -8.178234 -2.866042 -0.11 0.22 0.15 0.31
H 1.659825 -7.532473 -3.417139 0.01 0.53 0.06 0.20
H 0.411760 -5.439632 -2.907849 0.13 0.10 0.01 0.30
H -1.062609 -6.248929 -3.157532 -0.27 0.06 -0.19 0.10
H 0.630459 -4.783357 -5.162585 -0.37 0.47 0.13 0.18
H -1.080481 -5.299760 -5.458284 -0.27 0.36 0.59 0.26
H 1.036498 -8.535995 -5.458202 0.41 0.07 0.25 0.29
H -0.607001 -8.473351 -5.175431 -0.76 0.56 0.34 0.25
C 8.448180 0.209902 -0.010637 -0.43 0.06 0.03 -0.54
C 8.127713 0.624549 -1.451125 1.87 -0.24 0.06 -0.60
C 7.955920 2.150386 -1.309069 -0.73 -2.16 -0.80 -0.40
O 7.239465 2.260942 -0.105375 -0.84 0.40 0.84 -0.37
C 7.588008 1.204601 0.799521 0.88 -0.58 -0.27 -0.37
H 9.448558 0.419645 0.367997 0.37 -0.39 -0.84 0.25
H 8.197258 -0.836894 0.160666 0.06 0.07 0.21 0.31
H 7.300611 0.029150 -1.837783 -0.78 0.73 0.36 0.28
H 8.868402 0.363907 -2.207133 0.65 0.14 0.28 0.35
H 7.378839 2.368400 -2.207708 -0.40 1.09 0.40 0.28
H 8.878959 2.729663 -1.285844 0.19 -0.19 -0.04 0.29
H 6.756768 0.696252 1.288108 -0.58 0.51 -0.40 0.28
H 8.247917 1.551507 1.594686 -0.28 0.56 0.18 0.25
C 2.062332 -1.504788 7.336584 0.41 1.30 -1.58 -0.45
C 2.385692 -2.024156 5.903877 0.73 -1.05 0.75 -0.43
C 1.064798 -2.533154 5.454973 -1.50 2.32 -1.26 -0.47
O 0.401036 -2.986033 6.591354 -0.63 -1.31 1.10 -0.44
C 0.806407 -2.233330 7.771112 1.43 -1.40 -1.23 -0.41
H 1.799288 -0.462645 7.155363 0.31 0.31 0.48 0.14
H 2.918861 -1.592646 8.004968 -0.23 0.12 0.08 0.36
H 2.996042 -2.926965 5.926374 0.45 -0.01 0.40 0.23
H 2.915599 -1.348270 5.232706 -0.35 0.31 0.15 0.35
H 1.078174 -3.123205 4.538588 0.15 -1.33 0.75 0.38
H 0.401765 -1.751084 5.085054 0.19 1.01 -0.22 0.20
H 1.177888 -2.992001 8.459964 -0.91 0.04 0.56 0.28
H 0.026784 -1.568963 8.143811 -0.08 -0.32 0.00 0.27
```
Positions in Å, forces in eV/Å.



# 3
Molecular formula: C5H9NO
Method: DFT, ωB97M-V/def2-TZVPD

Computed properties:
Structure (SMILES): [H]/N=C(/C)OC1CC1
Charge: 0

Structure (XYZ):
```
16
Properties=species:S:1:pos:R:3:forces:R:3:mulliken_charge:R:1
H -2.192181 -0.534651 1.925968 -0.06 0.11 0.02 0.28
N -1.835318 0.422246 1.877147 0.27 -0.11 -0.15 -0.72
C -0.733328 0.408365 1.253776 -0.20 0.16 0.14 0.67
C 0.055217 1.676307 1.071755 0.04 0.03 -0.03 -0.93
O -0.228227 -0.793948 0.835700 -0.11 0.05 0.01 -0.41
C 0.674293 -0.951107 -0.227477 0.20 0.00 -0.09 0.03
C 0.616327 -0.135707 -1.482412 0.01 0.17 -0.09 -0.66
C 0.112794 -1.552305 -1.477462 -0.05 -0.17 -0.06 -0.66
H 0.967120 1.646511 1.676875 -0.10 -0.06 -0.05 0.26
H 0.353748 1.857205 0.039105 -0.03 -0.05 0.16 0.34
H -0.574727 2.499158 1.411572 0.13 -0.13 0.00 0.30
H 1.652321 -1.288274 0.108704 -0.16 0.10 -0.04 0.40
H -0.121872 0.653275 -1.572402 0.05 -0.17 0.02 0.36
H 1.566489 0.083258 -1.960866 -0.15 -0.02 0.06 0.22
H -0.967975 -1.661046 -1.474142 0.18 -0.04 -0.01 0.25
H 0.655320 -2.329286 -2.005840 -0.02 0.13 0.13 0.26
```
Positions in Å, forces in eV/Å.



Kohn-Sham gap: 7.869; 9.334; 10.773 (eV)
Energy relative to the best compared isomer or geometry (same formula, charge and spin): 148.00; 392.14; 203.12 (kJ/mol)